No. 1
Molecular formula: C44H82N9O2
Method: DFT, ωB97M-V with the def2-TZVPD basis set

The lowest unoccupied orbital energy (alpha / beta) is 0.165 / 0.149 eV. As for the multiplicity: 2. Its frontier orbital gap (alpha / beta) is 8.3455 / 9.2022 eV.

```
137
C44H82N9O2, DFT ωB97M-V with the def2-TZVPD basis set
O -0.979 0.053 -2.593
O 5.268 -1.931 2.330
N -0.228 0.879 -3.220
N -0.436 1.248 2.496
N -3.767 0.514 4.179
N -2.580 -4.790 1.955
N -0.418 -4.232 6.690
N -5.025 6.544 1.141
N 0.198 1.438 -8.432
N 3.913 2.898 -1.725
N 4.718 -7.062 4.458
C 6.432 -5.562 3.181
C -2.727 -3.695 1.631
C 0.254 -1.103 -4.563
C -1.171 -4.824 6.055
C 0.502 3.300 -3.201
C 8.157 -5.712 5.045
C 7.876 -5.910 3.562
C -4.868 6.839 0.041
C -3.731 1.386 3.428
C -5.092 3.162 2.349
C -0.140 0.140 2.582
C -0.339 2.450 -8.521
C 4.880 -2.041 3.680
C -1.016 3.744 -8.571
C -4.141 4.809 -2.058
C -1.094 2.435 -1.548
C 3.191 0.084 -0.845
C -4.208 -1.700 1.784
C -5.457 -2.436 1.320
C 3.889 4.252 -2.280
C -0.291 -6.452 3.691
C -2.075 3.875 -7.468
C 0.854 0.193 -4.010
C -3.722 2.485 2.467
C 4.234 -1.458 1.481
C 0.144 2.060 -2.367
C 1.300 1.039 -5.228
C -4.656 7.199 -1.360
C 5.462 -6.397 3.887
C -0.754 -1.482 5.065
C 3.968 0.033 1.610
C 2.960 0.584 0.586
C -1.473 -6.814 4.580
C -2.917 -2.306 1.218
C -4.998 6.043 -2.307
C -2.105 -5.577 5.222
C 1.991 -0.182 -3.029
C -0.810 -2.001 3.636
C 3.508 1.810 -2.621
C -3.171 2.823 -7.573
C 0.170 -1.281 2.702
C -6.183 2.208 1.879
C 1.252 1.607 -1.403
C 2.462 0.862 -1.988
H 2.888 -0.967 -0.901
H 7.533 -6.366 5.655
H -4.156 -1.702 2.874
H 1.605 2.491 -0.860
H -3.411 2.078 1.502
H -0.558 -3.065 3.626
H -2.763 1.817 -7.462
H -7.133 2.732 1.774
H -0.598 -5.734 2.932
H -5.456 -3.472 1.662
H -0.945 3.426 -1.109
H -3.919 2.966 -6.794
H -0.750 -0.920 -4.950
H -4.384 4.018 -2.768
H 6.215 -4.518 3.416
H 4.062 -2.767 3.802
H 8.540 -5.280 2.969
H 3.771 4.245 -3.370
H -5.001 3.996 1.655
H -1.473 3.850 -9.557
H -4.299 4.414 -1.053
H -5.266 8.077 -1.577
H 9.199 -5.937 5.274
H -1.583 3.804 -6.496
H 0.884 -1.468 -5.378
H 4.922 0.572 1.561
H -1.979 2.462 -2.188
H 3.550 0.239 2.604
H 0.526 -6.019 4.272
H 4.380 1.187 -2.864
H 2.994 1.674 0.630
H 7.963 -4.682 5.348
H 1.192 -1.382 3.075
H -6.056 5.794 -2.199
H -1.272 1.733 -0.732
H 3.069 4.840 -1.856
H 1.094 0.500 -6.155
H -3.080 5.040 -2.164
H 1.463 3.246 -3.698
H 4.563 -1.087 4.119
H -2.507 4.875 -7.534
H -2.046 -1.740 1.553
H -3.678 2.878 -8.538
H 4.817 4.783 -2.053
H 8.079 -6.945 3.278
H 3.164 2.223 -3.567
H 0.750 1.971 -5.309
H 4.273 0.091 -1.039
H -1.429 -2.047 5.704
H 1.972 0.254 0.915
H -5.530 -2.440 0.230
H -3.609 7.488 -1.475
H -2.968 -5.836 5.838
H 5.744 -2.401 4.243
H -4.858 6.394 -3.331
H 0.146 -1.701 1.693
H -2.246 -7.302 3.985
H -1.166 -7.520 5.355
H 0.506 4.175 -2.545
H 4.848 2.711 -1.393
H 0.099 -7.338 3.190
H -4.249 -0.656 1.471
H -6.329 1.391 2.588
H -6.353 -1.957 1.714
H 3.312 -2.028 1.693
H 6.272 -5.690 2.110
H 0.758 0.949 -0.680
H -5.365 3.591 3.315
H 1.662 -1.076 -2.492
H 0.186 -1.885 -3.804
H -0.258 3.460 -3.974
H 2.858 -0.478 -3.639
H 0.251 -1.598 5.476
H -2.958 3.198 2.778
H 2.369 1.251 -5.222
H -1.823 -1.903 3.237
H -1.042 -0.432 5.130
H -2.927 -2.279 0.126
H 4.569 -1.704 0.471
H -2.451 -4.909 4.431
H -5.932 1.771 0.909
H -0.257 4.522 -8.474
```



No. 2
Molecular formula: C35H41BN9Pd
Method: DFT, ωB97M-V with the def2-TZVPD basis set

As for the total charge: +1. The lowest unoccupied orbital energy (alpha / beta) is -1.641 / -4.393 eV. As for the multiplicity: 3. Its frontier orbital gap (alpha / beta) is 9.1163 / 6.3577 eV.

```
87
C35H41BN9Pd, DFT ωB97M-V with the def2-TZVPD basis set
Pd -0.152 0.206 0.259
N 1.051 0.752 -2.489
N -0.010 -4.184 0.522
N 0.955 -2.783 2.100
N -1.822 0.347 -1.229
N -1.457 0.731 -2.458
N -0.149 2.351 -0.158
N -0.589 -1.919 0.587
N -0.203 2.682 -1.468
N 1.464 0.355 -1.273
C -0.350 4.731 -2.899
C -0.276 4.024 -1.589
C -5.680 -1.774 0.871
C -3.409 -0.267 -2.649
C 3.535 -0.498 -0.254
C 0.109 -2.929 1.029
C 2.283 -3.393 2.081
C 4.299 0.059 1.969
C -3.015 -0.252 -1.301
C -0.265 4.562 -0.320
C -4.944 -1.411 -0.245
C 5.473 -1.589 0.674
C -3.763 -0.683 -0.111
C 2.679 -0.180 -1.401
C -0.188 3.474 0.567
C -5.252 -1.415 2.140
C -4.080 -0.686 2.288
C -0.126 3.714 4.843
C 5.339 -0.851 1.842
C -0.221 2.384 2.849
C -3.350 -0.318 1.173
C 3.043 -0.152 -2.754
C 1.850 0.774 -4.861
C -2.404 0.377 -3.348
C -0.205 2.474 4.229
C 1.989 0.458 -3.411
C -0.162 3.524 2.042
C 0.123 -5.367 1.363
C 0.867 -1.557 2.870
C -0.090 4.762 2.680
C -0.758 -4.395 -0.706
C 3.406 0.240 0.925
C 4.573 -1.421 -0.367
C -2.313 0.637 -4.812
C -0.071 4.856 4.061
B -0.213 1.635 -2.616
H 3.047 -2.635 1.901
H -0.406 -5.316 -1.168
H -0.297 1.404 2.401
H 1.554 -1.624 3.711
H -1.833 -4.492 -0.519
H -3.242 0.340 -5.291
H 6.056 -0.973 2.643
H 4.199 0.651 2.870
H 1.641 1.833 -5.013
H -0.015 5.829 4.531
H 2.351 -4.134 1.290
H 0.524 4.506 -3.512
H -2.134 1.691 -5.023
H 1.038 0.205 -5.313
H -2.470 0.302 1.291
H -0.582 -3.579 -1.405
H -0.150 -1.423 3.236
H 2.775 0.527 -5.376
H -0.045 5.663 2.082
H 2.492 -3.874 3.038
H -3.750 -0.387 3.274
H -0.392 5.804 -2.734
H -6.598 -2.333 0.751
H 4.675 -2.008 -1.271
H 6.289 -2.291 0.566
H -1.499 0.063 -5.258
H -0.261 1.574 4.829
H -5.836 -1.684 3.010
H -1.341 -2.178 -0.034
H -0.310 5.608 -0.074
H -0.234 2.178 -3.671
H 1.155 -0.674 2.280
H 0.925 -6.015 1.004
H -0.811 -5.933 1.335
H 2.636 1.001 0.994
H 0.320 -5.081 2.392
H -0.112 3.785 5.922
H -4.319 -0.666 -3.064
H 3.970 -0.486 -3.186
H -1.239 4.431 -3.454
H -5.290 -1.692 -1.232
```